8
Properties=species:S:1:pos:R:3 method="wB97M-V/def2-TZVPD" fmax_ev_per_a=8.624 orbital_gap_ev=4.41 homo_energy_ev=-22.20 lumo_energy_ev=-17.8 multiplicity=1 total_charge=+3
O -0.911 -1.155 2.055
N -1.197 -1.546 1.116
O -1.175 -0.313 -0.161
In 0.974 0.185 -0.642
H 2.126 -0.243 0.628
H 1.358 -0.554 -2.199
H 0.638 2.039 -0.631
Hf -1.812 1.588 -0.167